Run one
{"formula": "C31H88N18O15", "method": "ωB97M-V/def2-TZVPD", "species": ["C", "O", "C", "C", "N", "C", "C", "O", "C", "H", "H", "H", "H", "H", "H", "H", "H", "H", "H", "H", "H", "H", "H", "H", "C", "O", "C", "C", "N", "C", "C", "O", "C", "H", "H", "H", "H", "H", "H", "H", "H", "H", "H", "H", "H", "H", "H", "H", "C", "O", "C", "C", "N", "C", "C", "O", "C", "H", "H", "H", "H", "H", "H", "H", "H", "H", "H", "H", "H", "H", "H", "H", "C", "O", "C", "C", "N", "C", "C", "O", "C", "H", "H", "H", "H", "H", "H", "H", "H", "H", "H", "H", "H", "H", "H", "H", "N", "C", "N", "O", "H", "H", "H", "H", "N", "C", "N", "O", "H", "H", "H", "H", "N", "C", "N", "O", "H", "H", "H", "H", "N", "C", "N", "O", "H", "H", "H", "H", "N", "C", "N", "O", "H", "H", "H", "H", "N", "C", "N", "O", "H", "H", "H", "H", "N", "C", "N", "O", "H", "H", "H", "H"], "positions_angstrom": [[2.07, 2.50, -7.99], [2.87, 2.45, -6.83], [3.91, 1.51, -6.92], [4.45, 1.18, -5.54], [3.29, 1.06, -4.62], [3.78, 0.79, -3.25], [2.62, 0.65, -2.27], [1.79, -0.46, -2.46], [2.31, -1.70, -2.13], [1.19, 3.12, -7.81], [1.68, 1.51, -8.27], [2.60, 2.83, -8.89], [4.71, 1.70, -7.65], [3.46, 0.61, -7.36], [5.15, 1.98, -5.27], [5.00, 0.24, -5.51], [2.94, 2.01, -4.51], [4.43, 1.59, -2.87], [4.45, -0.08, -3.30], [2.00, 1.55, -2.35], [3.05, 0.65, -1.26], [2.54, -1.82, -1.06], [3.22, -1.95, -2.70], [1.54, -2.42, -2.41], [-2.32, 0.78, 4.50], [-2.03, -0.61, 4.54], [-1.94, -1.14, 3.22], [-1.65, -2.63, 3.14], [-2.82, -3.48, 3.39], [-3.21, -3.46, 4.81], [-4.46, -4.32, 5.01], [-4.04, -5.66, 5.13], [-4.99, -6.68, 5.16], [-3.18, 1.00, 3.88], [-1.46, 1.41, 4.24], [-2.56, 1.11, 5.51], [-1.13, -0.65, 2.66], [-2.83, -0.85, 2.65], [-0.72, -2.94, 3.64], [-1.31, -2.91, 2.14], [-2.53, -4.41, 3.11], [-3.45, -2.45, 5.13], [-2.41, -3.87, 5.43], [-5.16, -4.17, 4.18], [-4.91, -4.06, 5.98], [-5.48, -6.78, 4.18], [-5.76, -6.54, 5.92], [-4.43, -7.59, 5.39], [-4.80, 1.37, -2.33], [-4.56, -0.01, -2.15], [-4.17, -0.42, -0.85], [-3.79, -1.90, -0.90], [-2.57, -2.05, -1.70], [-2.01, -3.40, -1.77], [-0.79, -3.39, -2.68], [-1.08, -3.04, -4.05], [-1.78, -4.00, -4.79], [-4.85, 1.63, -3.38], [-4.05, 2.00, -1.85], [-5.76, 1.67, -1.91], [-5.04, -0.37, -0.19], [-3.36, 0.22, -0.50], [-4.66, -2.37, -1.37], [-3.61, -2.23, 0.12], [-2.87, -1.83, -2.64], [-2.78, -4.06, -2.18], [-1.75, -3.73, -0.76], [-0.28, -4.36, -2.78], [-0.17, -2.56, -2.35], [-1.98, -3.61, -5.78], [-2.64, -4.37, -4.22], [-1.20, -4.92, -4.96], [-2.93, 4.50, 6.19], [-2.05, 4.66, 5.09], [-0.69, 4.78, 5.50], [0.16, 5.04, 4.28], [0.07, 3.97, 3.29], [0.10, 4.49, 1.91], [-0.50, 3.48, 0.95], [-1.91, 3.49, 1.24], [-2.59, 2.35, 0.80], [-2.99, 5.43, 6.78], [-2.49, 3.74, 6.84], [-3.93, 4.30, 5.82], [-0.41, 3.77, 5.84], [-0.59, 5.42, 6.38], [1.20, 5.15, 4.62], [-0.10, 6.02, 3.87], [-0.92, 3.69, 3.27], [1.10, 4.82, 1.61], [-0.52, 5.38, 1.72], [-0.14, 2.47, 1.19], [-0.30, 3.61, -0.11], [-3.64, 2.46, 1.08], [-2.28, 1.39, 1.24], [-2.53, 2.20, -0.28], [4.29, 3.17, -1.05], [3.41, 2.80, -0.09], [3.93, 2.03, 0.89], [2.18, 3.03, -0.12], [3.96, 3.69, -1.86], [5.19, 3.38, -0.63], [4.85, 1.65, 0.71], [3.38, 1.74, 1.67], [2.21, -4.93, -0.97], [1.54, -5.21, 0.18], [2.20, -6.03, 1.02], [0.46, -4.67, 0.44], [1.87, -4.14, -1.48], [3.02, -5.41, -1.32], [3.13, -6.28, 0.75], [1.86, -6.24, 1.94], [-0.11, 0.71, -4.52], [-1.32, 0.90, -3.95], [-2.29, 0.10, -4.47], [-1.54, 1.81, -3.13], [0.74, 1.06, -4.10], [0.02, -0.01, -5.21], [-1.99, -0.69, -5.00], [-3.22, 0.27, -4.12], [1.04, 3.98, -2.51], [1.90, 4.06, -3.55], [1.32, 3.89, -4.77], [3.13, 4.16, -3.41], [1.44, 3.80, -1.60], [0.08, 3.73, -2.66], [1.83, 3.49, -5.53], [0.32, 4.01, -4.81], [3.97, -2.60, 1.14], [4.75, -2.83, 2.22], [4.51, -2.00, 3.27], [5.59, -3.74, 2.29], [3.27, -1.85, 1.17], [4.32, -2.99, 0.29], [5.04, -2.07, 4.12], [3.85, -1.26, 3.12], [1.33, 1.06, 2.97], [1.56, 0.73, 4.26], [1.23, 1.77, 5.10], [2.10, -0.29, 4.68], [1.78, 0.58, 2.20], [0.90, 1.96, 2.87], [0.81, 2.58, 4.66], [1.27, 1.70, 6.10], [0.58, 0.58, -0.32], [0.94, -0.54, 0.29], [0.05, -1.55, 0.16], [2.01, -0.71, 0.92], [1.19, 1.39, -0.29], [-0.19, 0.62, -0.97], [-0.73, -1.36, -0.44], [0.18, -2.47, 0.55]], "lumo_energy_ev": 0.45, "multiplicity": 1, "smiles": "COCCNCCOC.COCCNCCOC.COCCNCCOC.COCCNCCOC.NC(N)=O.NC(N)=O.NC(N)=O.NC(N)=O.NC(N)=O.NC(N)=O.NC(N)=O", "orbital_gap_ev": 8.954}



Run two
{"formula": "C31H88N18O15", "method": "ωB97M-V/def2-TZVPD", "species": ["C", "O", "C", "C", "N", "C", "C", "O", "C", "H", "H", "H", "H", "H", "H", "H", "H", "H", "H", "H", "H", "H", "H", "H", "C", "O", "C", "C", "N", "C", "C", "O", "C", "H", "H", "H", "H", "H", "H", "H", "H", "H", "H", "H", "H", "H", "H", "H", "C", "O", "C", "C", "N", "C", "C", "O", "C", "H", "H", "H", "H", "H", "H", "H", "H", "H", "H", "H", "H", "H", "H", "H", "C", "O", "C", "C", "N", "C", "C", "O", "C", "H", "H", "H", "H", "H", "H", "H", "H", "H", "H", "H", "H", "H", "H", "H", "N", "C", "N", "O", "H", "H", "H", "H", "N", "C", "N", "O", "H", "H", "H", "H", "N", "C", "N", "O", "H", "H", "H", "H", "N", "C", "N", "O", "H", "H", "H", "H", "N", "C", "N", "O", "H", "H", "H", "H", "N", "C", "N", "O", "H", "H", "H", "H", "N", "C", "N", "O", "H", "H", "H", "H"], "positions_angstrom": [[0.72, -0.53, 3.90], [-0.32, -0.88, 2.99], [-1.39, 0.05, 3.04], [-2.29, -0.14, 1.80], [-1.43, -0.19, 0.60], [-0.88, 1.13, 0.22], [0.41, 1.02, -0.54], [1.55, 0.58, 0.19], [2.36, -0.44, -0.35], [1.14, 0.39, 3.49], [1.47, -1.31, 3.77], [0.39, -0.47, 4.94], [-0.97, 1.06, 2.99], [-1.96, -0.01, 3.97], [-3.13, 0.56, 1.80], [-2.94, -1.02, 1.90], [-0.64, -0.65, 1.05], [-0.90, 1.90, 1.00], [-1.62, 1.60, -0.44], [0.59, 2.07, -0.80], [0.32, 0.46, -1.48], [1.85, -1.40, -0.44], [3.24, -0.57, 0.27], [2.61, -0.20, -1.39], [-0.80, 5.90, -10.18], [-1.13, 5.60, -8.83], [-0.15, 4.75, -8.20], [0.47, 5.61, -7.10], [-0.31, 5.69, -5.88], [0.38, 6.38, -4.79], [-0.47, 6.33, -3.53], [0.30, 6.57, -2.36], [1.18, 5.49, -2.03], [-1.19, 5.14, -10.87], [0.26, 6.10, -10.37], [-1.37, 6.80, -10.40], [0.55, 4.36, -8.94], [-0.59, 3.88, -7.70], [0.80, 6.55, -7.57], [1.42, 5.10, -6.87], [-1.27, 5.96, -5.98], [0.63, 7.40, -5.08], [1.28, 5.80, -4.56], [-1.00, 5.38, -3.43], [-1.20, 7.15, -3.56], [0.63, 4.55, -1.98], [1.49, 5.67, -1.00], [2.07, 5.51, -2.64], [3.94, 1.47, 4.32], [4.01, 0.47, 3.36], [4.89, -0.58, 3.54], [4.82, -1.72, 2.55], [3.58, -2.47, 2.35], [3.28, -3.18, 3.62], [2.32, -4.36, 3.42], [1.40, -4.35, 4.52], [0.26, -5.12, 4.25], [3.40, 2.32, 3.90], [4.88, 1.83, 4.74], [3.39, 1.09, 5.19], [4.90, -0.90, 4.60], [5.92, -0.19, 3.46], [5.62, -2.41, 2.80], [5.04, -1.31, 1.56], [2.83, -1.80, 2.24], [2.90, -2.51, 4.40], [4.20, -3.53, 4.08], [2.89, -5.30, 3.44], [1.75, -4.31, 2.49], [0.50, -6.19, 4.15], [-0.26, -4.81, 3.33], [-0.49, -4.86, 4.99], [-0.25, -3.63, 0.15], [0.34, -4.79, -0.36], [1.76, -4.68, -0.48], [2.30, -5.77, -1.42], [3.60, -5.41, -1.90], [4.00, -6.13, -3.09], [5.50, -5.89, -3.28], [6.38, -6.21, -2.22], [6.21, -7.52, -1.68], [-0.95, -3.22, -0.59], [0.44, -2.83, 0.45], [-0.91, -3.80, 1.00], [2.19, -4.98, 0.48], [2.10, -3.69, -0.78], [1.65, -5.83, -2.30], [2.17, -6.78, -0.99], [4.39, -5.35, -1.28], [3.45, -5.77, -3.97], [3.90, -7.23, -3.07], [5.63, -4.83, -3.45], [5.79, -6.45, -4.18], [5.69, -7.39, -0.73], [7.21, -7.87, -1.42], [5.74, -8.27, -2.31], [-4.77, 0.33, -3.49], [-4.21, 0.66, -2.28], [-3.17, -0.15, -1.98], [-4.64, 1.44, -1.45], [-4.29, -0.06, -4.28], [-5.57, 0.87, -3.78], [-2.70, 0.02, -1.10], [-2.76, -0.76, -2.67], [0.41, 2.91, -4.84], [1.71, 2.84, -4.47], [1.90, 2.20, -3.29], [2.58, 3.56, -4.96], [-0.31, 2.55, -4.24], [0.21, 3.52, -5.61], [2.85, 2.37, -2.99], [1.18, 1.87, -2.68], [-0.70, 4.94, 0.84], [-1.70, 5.06, -0.10], [-2.45, 6.16, 0.10], [-1.94, 4.20, -0.93], [-0.74, 5.54, 1.65], [-0.21, 4.07, 0.78], [-2.31, 6.64, 0.97], [-3.24, 6.30, -0.51], [-4.59, 2.41, 2.85], [-4.27, 3.55, 3.50], [-4.27, 4.60, 2.62], [-4.03, 3.70, 4.69], [-4.68, 2.40, 1.85], [-4.71, 1.67, 3.52], [-3.76, 5.43, 2.84], [-4.77, 4.53, 1.76], [-4.63, -4.32, 0.44], [-4.43, -3.46, -0.58], [-3.62, -2.45, -0.15], [-4.97, -3.56, -1.67], [-4.27, -4.12, 1.36], [-5.07, -5.21, 0.29], [-3.27, -1.79, -0.83], [-3.14, -2.69, 0.70], [-3.32, 2.14, 6.92], [-3.41, 0.82, 7.18], [-3.78, 0.09, 6.10], [-3.31, 0.39, 8.32], [-3.59, 2.56, 6.03], [-3.16, 2.67, 7.76], [-3.95, -0.88, 6.32], [-3.82, 0.48, 5.18], [-2.67, -2.60, 4.48], [-2.87, -3.81, 3.96], [-2.96, -4.82, 4.88], [-3.10, -3.94, 2.76], [-2.33, -2.54, 5.42], [-2.51, -1.84, 3.84], [-2.83, -4.46, 5.82], [-3.49, -5.63, 4.64]], "lumo_energy_ev": 0.00, "multiplicity": 1, "smiles": "COCCNCCOC.COCCNCCOC.COCCNCCOC.COCCNCCOC.NC(N)=O.NC(N)=O.NC(N)=O.NC(N)=O.NC(N)=O.NC(N)=O.NC(N)=O", "orbital_gap_ev": 8.720}



Looking at the structures above, which would you pick as the most stable? I would pick run one.